# 1
# C13H26LaNO4P2

A molecular structure, C13H26LaNO4P2 at a distorted geometry (ωB97M-V/def2-TZVPD, the Open Molecules 2025 dataset).

Element x y z (Å)
La1 0.519 0.008 1.246
P1 -2.401 -0.642 1.553
C1 -2.103 -1.840 0.139
C2 -1.582 -1.277 -1.169
N1 -0.453 -0.521 -1.101
C3 0.083 -0.050 -2.257
C4 -0.480 -0.335 -3.496
C5 -1.620 -1.128 -3.568
C6 -2.184 -1.591 -2.383
C7 1.301 0.860 -2.210
P2 2.483 0.690 -0.774
H1 -3.086 -2.203 -2.374
H2 0.003 0.071 -4.385
H3 -2.057 -1.380 -4.532
H4 1.904 0.703 -3.121
H5 0.973 1.919 -2.201
H6 -1.342 -2.587 0.542
H7 -3.077 -2.327 -0.032
H8 1.919 -2.515 1.342
O1 0.880 -2.475 1.236
H9 0.575 -3.321 0.876
H10 3.051 -1.202 2.409
O2 3.197 -1.771 1.615
H11 4.139 -2.000 1.629
C8 3.648 -0.525 -1.476
H12 4.174 -0.083 -2.334
H13 4.384 -0.808 -0.710
H14 3.115 -1.428 -1.803
C9 3.438 2.224 -0.979
H15 4.094 2.339 -0.106
H16 4.051 2.195 -1.891
H17 2.761 3.087 -1.015
C10 -3.795 0.353 0.938
H18 -4.713 -0.247 0.873
H19 -3.961 1.182 1.639
H20 -3.562 0.782 -0.043
C11 -3.292 -1.728 2.726
H21 -3.278 -1.242 3.712
H22 -4.337 -1.880 2.416
H23 -2.787 -2.700 2.817
C12 -0.196 3.966 2.543
C13 0.057 2.576 2.053
O3 0.668 1.720 2.812
O4 -0.335 2.213 0.879
H24 0.111 4.041 3.588
H25 -1.260 4.202 2.443
H26 0.374 4.677 1.934

Properties
energy above the lowest of the compared OMol25 structures with the same formula, charge and spin	0.1834	eV
HOMO	-15.32	eV
gap between HOMO and LUMO	0.3312	Eh
LUMO level	-0.23164	Eh
net charge	+2
molecular weight	461.21	Da
DFT total energy	-1580.60885	Ha

---

# 2
# C5H15N2S

2 unconnected molecules or ions with the total composition C5H15N2S at a distorted geometry (ωB97M-V/def2-TZVPD, the Open Molecules 2025 dataset).

Element x y z (Å)
C1 -1.296 1.766 -0.536
C2 -2.268 0.833 -0.811
N1 -2.592 0.444 -2.054
N2 -1.000 2.092 0.829
H1 -0.625 2.160 -1.290
H2 -2.888 0.421 -0.020
H3 -2.994 -0.491 -2.110
H4 -1.885 0.611 -2.777
H5 -0.506 2.989 0.873
H6 -0.334 1.351 1.309
H7 -1.824 2.149 1.436
C3 2.548 -1.661 -0.742
C4 1.600 -0.693 -0.020
C5 1.071 -1.349 1.246
S1 0.420 -0.166 2.503
H8 2.930 -1.225 -1.663
H9 2.045 -2.605 -0.947
H10 3.412 -1.853 -0.109
H11 2.099 0.243 0.240
H12 0.778 -0.393 -0.690
H13 1.853 -1.902 1.768
H14 0.297 -2.091 1.052
H15 -0.842 -0.631 2.514

Properties
<S²>	0.77
energy above the lowest of the compared OMol25 structures with the same formula, charge and spin	0.9369	eV
HOMO (spin up / spin down)	-17.32 / -17.10	eV
gap between HOMO and LUMO (spin up / spin down)	0.3271 / 0.1736	Eh
LUMO level (spin up / spin down)	-0.30960 / -0.45484	Eh
2S+1	2
net charge	+2
molecular weight	135.26	Da
DFT total energy	-706.48101	Ha

---

# 3
# C29H77N5O12S7

12 unconnected molecules or ions with the total composition C29H77N5O12S7 at a distorted geometry (ωB97M-V/def2-TZVPD, the Open Molecules 2025 dataset).

Element x y z (Å)
C1 -4.695 1.484 4.692
C2 -3.342 1.676 5.301
O1 -3.230 2.326 6.312
N1 -2.389 0.924 4.736
C3 -0.988 0.833 5.128
H1 -4.887 2.444 4.213
H2 -5.427 1.342 5.488
H3 -4.679 0.705 3.930
H4 -2.586 0.701 3.770
H5 -0.339 1.482 4.540
H6 -0.637 -0.164 4.862
H7 -0.836 0.970 6.199
C4 0.928 1.338 -4.771
C5 -0.395 1.745 -4.143
O2 -1.300 0.922 -4.089
N2 -0.618 3.113 -3.931
C6 0.361 4.162 -3.863
H8 1.143 0.293 -4.549
H9 1.729 2.018 -4.481
H10 0.722 1.403 -5.839
H11 -1.569 3.410 -3.768
H12 0.549 4.685 -4.800
H13 1.362 3.850 -3.564
H14 0.052 5.019 -3.263
C7 0.521 -3.428 -0.362
C8 0.281 -4.787 0.370
O3 1.175 -5.339 0.957
N3 -1.012 -5.157 0.386
C9 -1.558 -6.075 1.350
H15 -0.084 -2.678 0.147
H16 0.189 -3.401 -1.400
H17 1.583 -3.189 -0.309
H18 -1.602 -4.518 -0.127
H19 -1.502 -5.608 2.333
H20 -0.915 -6.952 1.277
H21 -2.574 -6.443 1.208
C10 -0.683 -2.784 -4.814
C11 0.533 -3.185 -5.644
O4 0.307 -4.043 -6.544
N4 1.640 -2.480 -5.388
C12 2.896 -2.776 -6.071
H22 -0.307 -2.553 -3.818
H23 -1.364 -3.634 -4.778
H24 -1.179 -1.887 -5.185
H25 1.652 -1.747 -4.694
H26 2.730 -3.616 -6.747
H27 3.574 -3.167 -5.313
H28 3.251 -1.841 -6.503
C13 0.464 -2.464 7.256
C14 0.458 -3.095 5.877
O5 -0.431 -3.858 5.494
N5 1.527 -2.906 5.142
C15 1.641 -3.218 3.706
H29 -0.353 -2.914 7.821
H30 0.050 -1.464 7.127
H31 1.438 -2.357 7.734
H32 2.314 -2.498 5.626
H33 1.599 -2.338 3.065
H34 0.762 -3.733 3.317
H35 2.548 -3.771 3.464
C16 -0.131 7.683 -0.338
S1 1.598 7.295 -0.925
O6 2.462 8.176 -0.090
C17 1.585 5.606 -0.174
H36 -0.548 8.610 -0.731
H37 -0.126 7.882 0.734
H38 -0.839 6.877 -0.535
H39 1.688 5.874 0.878
H40 2.425 5.065 -0.610
H41 0.659 5.073 -0.390
C18 6.520 2.386 0.963
S2 4.790 2.149 1.633
O7 3.870 2.606 0.490
C19 4.801 0.264 1.499
H42 6.544 1.907 -0.016
H43 7.267 1.981 1.646
H44 6.799 3.414 0.733
H45 5.230 -0.107 0.568
H46 3.780 -0.093 1.633
H47 5.341 -0.126 2.362
C20 0.224 1.535 1.318
S3 1.167 0.404 0.156
O8 1.508 -0.833 1.014
C21 -0.274 -0.176 -0.950
H48 -0.752 1.175 1.644
H49 0.050 2.435 0.729
H50 0.840 1.838 2.164
H51 -0.626 0.709 -1.480
H52 -1.097 -0.674 -0.439
H53 0.109 -0.802 -1.756
C22 -3.871 5.173 -0.818
S4 -2.308 4.275 -0.456
O9 -1.669 4.919 0.757
C23 -3.207 2.788 0.134
H54 -4.703 4.809 -0.215
H55 -4.248 5.161 -1.840
H56 -3.774 6.238 -0.606
H57 -3.668 3.001 1.098
H58 -2.572 1.915 0.292
H59 -3.950 2.502 -0.610
C24 -3.727 -0.994 -2.185
S5 -2.798 -2.596 -2.164
O10 -2.568 -3.101 -0.765
C25 -4.231 -3.666 -2.673
H60 -4.077 -0.838 -3.205
H61 -3.073 -0.210 -1.803
H62 -4.582 -1.051 -1.511
H63 -3.824 -4.677 -2.695
H64 -4.582 -3.491 -3.690
H65 -5.060 -3.624 -1.967
C26 4.206 0.691 -2.048
S6 3.779 -1.074 -2.106
O11 2.683 -1.122 -3.200
C27 5.296 -1.838 -2.856
H66 4.276 1.128 -3.044
H67 5.111 0.872 -1.468
H68 3.304 1.206 -1.718
H69 5.156 -1.955 -3.931
H70 5.582 -2.787 -2.404
H71 6.146 -1.183 -2.662
C28 -3.940 -2.292 2.039
S7 -2.483 -1.181 1.679
O12 -2.857 0.188 2.244
C29 -1.363 -2.003 2.863
H72 -4.142 -2.210 3.107
H73 -3.604 -3.316 1.875
H74 -4.751 -1.998 1.373
H75 -1.706 -2.066 3.896
H76 -0.421 -1.456 2.862
H77 -1.145 -3.043 2.619

Properties
energy above the lowest of the compared OMol25 structures with the same formula, charge and spin	1.3618	eV
HOMO	-8.84	eV
gap between HOMO and LUMO	0.3227	Eh
LUMO level	-0.00229	Eh
molecular weight	912.43	Da
DFT total energy	-5114.91374	Ha

---

# 4
# C3H8FN3

C3H8FN3 in the gas phase at a distorted geometry (ωB97M-V/def2-TZVPD, the Open Molecules 2025 dataset).

Element x y z (Å)
H1 -1.276 -1.267 0.909
N1 -1.604 -0.291 0.467
C1 -0.518 -0.043 -0.106
N2 -0.507 0.928 -1.023
N3 -1.573 1.940 -1.160
C2 0.815 -0.872 -0.198
C3 1.564 -0.838 1.150
F1 1.598 -0.325 -1.099
H2 0.079 1.166 -1.703
H3 -2.534 1.360 -0.820
H4 -1.298 2.810 -0.445
H5 0.484 -2.011 -0.505
H6 2.556 -1.386 1.195
H7 1.371 0.310 1.580
H8 0.843 -1.481 1.760

Properties
structure (SMILES)	[H]/N=C(/NN)[C@H](C)F
energy above the lowest of the compared OMol25 structures with the same formula, charge and spin	2.5592	eV
HOMO	-8.89	eV
gap between HOMO and LUMO	0.3575	Eh
LUMO level	0.03090	Eh
molecular weight	105.12	Da
DFT total energy	-383.11208	Ha

---

# 5
# C4H8NO

A gas-phase ion, C4H8NO (charge +1) at a distorted geometry (ωB97M-V/def2-TZVPD, the Open Molecules 2025 dataset).

Element x y z (Å)
C1 0.623 -1.294 1.804
C2 0.264 -0.352 0.997
N1 0.809 0.851 0.524
C3 -0.507 0.254 -0.035
C4 -0.633 -0.048 -1.409
O1 -1.530 0.924 0.480
H1 1.426 -0.920 2.435
H2 0.040 -2.152 2.025
H3 0.719 1.559 1.351
H4 1.815 1.024 0.054
H5 -1.223 0.602 -2.049
H6 -1.168 -0.934 -1.730
H7 0.248 -0.283 -1.971
H8 -2.261 1.161 -0.108

Properties
structure (SMILES)	C=C1[NH2+][C@]1(C)O
energy above the lowest of the compared OMol25 structures with the same formula, charge and spin	2.8138	eV
HOMO	-15.58	eV
gap between HOMO and LUMO	0.4357	Eh
LUMO level	-0.13686	Eh
net charge	+1
molecular weight	86.11	Da
DFT total energy	-286.83908	Ha

---

# 6
# C36H87N5O11PS2

10 unconnected molecules or ions with the total composition C36H87N5O11PS2 (ωB97M-V/def2-TZVPD, the Open Molecules 2025 dataset).

Element x y z (Å)
C1 3.049 -0.944 4.037
N1 1.742 -1.221 3.431
C2 1.875 -1.529 2.010
N2 0.643 -1.104 1.313
C3 -0.495 -1.591 1.837
C4 -1.723 -1.260 1.327
P1 -3.074 -2.092 2.208
S1 -3.407 -3.909 1.612
C5 -1.823 -0.389 0.232
C6 -3.148 -0.005 -0.349
C7 -4.024 -1.165 -0.843
C8 -5.502 -0.787 -0.924
C9 -6.165 -0.717 0.430
O1 -7.502 -0.250 0.257
C10 -8.143 0.016 1.445
C11 -8.589 1.438 1.564
O2 -8.305 -0.829 2.282
C12 -0.616 0.116 -0.282
S2 -0.505 1.182 -1.685
C13 0.628 -0.248 0.259
C14 1.933 0.306 -0.219
C15 2.396 1.459 0.725
C16 2.401 2.863 0.117
C17 1.163 3.696 0.435
N3 0.712 3.552 1.856
C18 -0.692 3.574 2.002
N4 -1.426 2.558 1.802
N5 -1.216 4.840 2.402
H1 2.979 -1.030 5.117
H2 3.439 0.044 3.777
H3 3.774 -1.686 3.705
H4 1.183 -0.378 3.514
H5 2.743 -1.042 1.583
H6 1.970 -2.607 1.881
H7 -0.373 -2.267 2.677
H8 -4.166 -1.222 2.249
H9 -2.589 -2.055 3.521
H10 -2.982 0.644 -1.202
H11 -3.665 0.614 0.391
H12 -3.884 -2.077 -0.264
H13 -3.715 -1.407 -1.860
H14 -5.576 0.193 -1.401
H15 -6.032 -1.514 -1.536
H16 -6.179 -1.707 0.897
H17 -5.635 -0.041 1.112
H18 -9.171 1.530 2.477
H19 -9.220 1.715 0.722
H20 -7.734 2.109 1.619
H21 -1.562 1.978 -1.520
H22 1.868 0.616 -1.255
H23 2.684 -0.481 -0.193
H24 1.795 1.457 1.635
H25 3.409 1.212 1.040
H26 2.536 2.793 -0.961
H27 3.272 3.389 0.510
H28 1.365 4.751 0.248
H29 0.320 3.430 -0.201
H30 1.063 4.358 2.360
H31 -0.809 1.775 1.587
H32 -1.861 5.175 1.695
H33 -1.770 4.726 3.244
C19 -0.919 6.133 -3.340
C20 0.186 6.066 -2.302
O3 1.364 5.434 -2.794
H34 -1.164 5.133 -3.700
H35 -1.820 6.589 -2.927
H36 -0.603 6.725 -4.202
H37 -0.129 5.464 -1.450
H38 0.426 7.068 -1.933
H39 1.690 5.943 -3.542
C21 0.262 8.820 3.436
C22 0.717 7.565 2.718
O4 1.894 7.780 1.936
H40 0.069 9.621 2.726
H41 -0.647 8.643 4.009
H42 1.033 9.174 4.124
H43 -0.042 7.219 2.021
H44 0.902 6.756 3.435
H45 2.592 8.079 2.525
C23 -3.619 10.955 4.782
C24 -2.257 11.332 5.334
O5 -1.254 11.372 4.322
H46 -3.572 9.985 4.285
H47 -4.364 10.905 5.577
H48 -3.955 11.690 4.047
H49 -1.917 10.591 6.057
H50 -2.309 12.299 5.844
H51 -1.516 12.034 3.675
C25 -3.150 -7.915 -1.813
C26 -2.154 -6.789 -1.610
O6 -2.776 -5.507 -1.610
H52 -3.688 -7.779 -2.752
H53 -2.649 -8.883 -1.834
H54 -3.886 -7.930 -1.006
H55 -1.429 -6.767 -2.423
H56 -1.605 -6.935 -0.672
H57 -3.416 -5.490 -0.891
C27 0.872 -3.077 -3.477
C28 1.948 -2.080 -3.095
O7 1.563 -0.731 -3.359
H58 0.635 -2.989 -4.538
H59 1.194 -4.099 -3.271
H60 -0.049 -2.892 -2.917
H61 2.856 -2.263 -3.669
H62 2.202 -2.175 -2.030
H63 0.810 -0.581 -2.783
C29 4.242 -3.182 -6.697
C30 5.322 -2.196 -6.292
O8 4.951 -0.848 -6.558
H64 4.007 -3.081 -7.757
H65 4.554 -4.209 -6.504
H66 3.322 -2.987 -6.138
H67 6.235 -2.371 -6.858
H68 5.560 -2.311 -5.228
H69 4.151 -0.649 -6.063
C31 0.269 -6.091 2.468
C32 -0.257 -5.771 3.854
O9 -0.686 -4.413 3.963
H70 1.104 -5.433 2.218
H71 0.612 -7.124 2.407
H72 -0.512 -5.945 1.717
H73 0.521 -5.899 4.604
H74 -1.086 -6.438 4.111
H75 -1.388 -4.285 3.317
C33 5.718 -4.176 -1.309
C34 4.554 -3.603 -0.531
O10 4.678 -2.187 -0.328
H76 6.657 -3.980 -0.791
H77 5.598 -5.250 -1.441
H78 5.783 -3.719 -2.300
H79 4.494 -4.048 0.461
H80 3.612 -3.811 -1.051
H81 4.735 -1.776 -1.197
C35 4.712 -8.223 -3.758
C36 3.815 -7.653 -2.678
O11 3.602 -6.249 -2.837
H82 5.675 -7.712 -3.761
H83 4.882 -9.288 -3.603
H84 4.261 -8.090 -4.745
H85 4.272 -7.772 -1.696
H86 2.853 -8.174 -2.666
H87 3.185 -6.111 -3.694

Properties
HOMO	-11.66	eV
gap between HOMO and LUMO	0.2912	Eh
LUMO level	-0.13749	Eh
net charge	+1
molecular weight	861.22	Da
DFT total energy	-3662.69955	Ha